# 1
The following is a quantum chemistry calculation of a structure of composition C43H58BrLaN5O4 at a distorted geometry, from OMol25.

As for the energy: -132084.29664 eV. For the gap between HOMO and LUMO, the calculation gives 0.276 hartree. As for the HOMO energy: -5.39 eV.

Structure (ORCA input):
```
! wB97M-V def2-TZVPD RIJCOSX def2/J DEFGRID3
* xyz -1 1
La -0.002 -0.290 -0.106
C 1.637 -0.355 3.140
N 0.500 0.409 2.616
C -0.738 -0.014 3.280
C 0.724 1.852 2.799
C 1.472 2.470 1.636
N 0.741 2.346 0.376
C -0.507 3.154 0.426
C -1.253 3.343 -0.876
C -1.464 4.620 -1.376
C -2.247 4.845 -2.505
C -2.847 3.728 -3.084
C -2.672 2.421 -2.619
C -1.815 2.231 -1.526
O -1.514 1.028 -1.058
C -3.402 1.235 -3.260
C -2.392 0.263 -3.887
C -4.353 1.683 -4.372
C -4.247 0.500 -2.209
C -2.431 6.264 -3.053
C -1.065 6.835 -3.455
C -3.050 7.171 -1.982
C -3.343 6.292 -4.280
C 1.576 2.805 -0.766
C 2.977 2.230 -0.831
C 4.068 3.085 -0.898
C 5.375 2.611 -0.986
C 5.541 1.227 -0.984
C 4.483 0.318 -0.908
C 3.176 0.837 -0.849
O 2.105 0.062 -0.785
C 4.737 -1.196 -0.895
C 6.227 -1.525 -1.002
C 4.230 -1.804 0.422
C 4.030 -1.875 -2.080
C 6.551 3.590 -1.076
C 7.893 2.866 -1.180
C 6.583 4.486 0.169
C 6.389 4.480 -2.316
H 1.698 -0.241 4.232
H 2.564 0.014 2.697
H 1.537 -1.406 2.880
H -0.711 0.212 4.355
H -0.873 -1.086 3.143
H -1.594 0.490 2.830
H 1.293 2.029 3.722
H -0.243 2.334 2.940
H 2.437 1.975 1.524
H 1.682 3.530 1.856
H -0.255 4.156 0.806
H -1.192 2.684 1.135
H -1.001 5.456 -0.855
H -3.480 3.874 -3.947
H -1.837 0.753 -4.693
H -2.917 -0.598 -4.312
H -1.681 -0.107 -3.153
H -3.825 2.157 -5.205
H -5.114 2.379 -4.008
H -4.869 0.804 -4.765
H -3.635 0.061 -1.423
H -4.814 -0.303 -2.691
H -4.960 1.189 -1.747
H -0.379 6.857 -2.604
H -1.168 7.859 -3.833
H -0.606 6.224 -4.236
H -2.403 7.256 -1.105
H -4.012 6.774 -1.647
H -3.212 8.178 -2.379
H -2.930 5.709 -5.107
H -3.461 7.323 -4.625
H -4.339 5.900 -4.057
H 1.663 3.900 -0.715
H 1.025 2.567 -1.678
H 3.876 4.156 -0.881
H 6.543 0.828 -1.046
H 6.803 -1.107 -0.171
H 6.665 -1.165 -1.938
H 6.346 -2.611 -0.977
H 4.757 -1.358 1.273
H 4.419 -2.883 0.436
H 3.164 -1.648 0.556
H 4.398 -1.468 -3.027
H 2.952 -1.736 -2.041
H 4.247 -2.949 -2.068
H 8.085 2.237 -0.307
H 8.700 3.601 -1.245
H 7.945 2.234 -2.070
H 6.734 3.888 1.072
H 5.647 5.037 0.286
H 7.397 5.215 0.099
H 6.351 3.874 -3.225
H 7.230 5.177 -2.400
H 5.468 5.067 -2.269
N -2.056 -1.417 0.537
C -2.808 -2.304 0.393
N -3.721 -3.168 0.147
C -3.611 -4.457 0.439
N -3.611 -5.592 0.675
Br 3.066 -6.990 -2.662
C 2.184 -6.276 -1.140
C 1.963 -7.086 -0.038
C 1.325 -6.551 1.074
C 0.934 -5.220 1.088
C 1.154 -4.431 -0.031
C 1.770 -4.957 -1.159
C 0.740 -2.992 -0.054
O 0.442 -2.487 -1.175
O 0.728 -2.336 1.032
H 2.282 -8.119 -0.054
H 1.132 -7.181 1.933
H 0.450 -4.785 1.952
H 1.915 -4.332 -2.030
*
```



# 2
The following is a quantum chemistry calculation of a cluster of 11 separate species, C43H58Cl2F4O6 in total, from OMol25.

As for the energy: -93731.78020 eV. For the gap between HOMO and LUMO, the calculation gives 0.349 hartree. As for the SMILES: Fc1ccccc1.Fc1ccccc1.Fc1ccccc1.Fc1ccccc1.CC(C)=O.CC(C)=O.CC(C)=O.CC(C)=O.CC(C)=O.CC(C)=O.ClCCl. As for the HOMO energy: -9.26 eV.

Structure (ORCA input):
```
! wB97M-V def2-TZVPD RIJCOSX def2/J DEFGRID3
* xyz 0 1
F -0.883 -1.529 -2.676
C -1.534 -2.691 -2.415
C -1.198 -3.815 -3.140
C -1.898 -4.993 -2.912
C -2.909 -5.029 -1.970
C -3.214 -3.891 -1.243
C -2.543 -2.697 -1.476
H -0.422 -3.775 -3.895
H -1.624 -5.876 -3.475
H -3.442 -5.951 -1.780
H -3.998 -3.936 -0.499
H -2.840 -1.772 -0.999
F -0.345 5.822 0.307
C 0.849 5.419 -0.179
C 1.993 6.036 0.282
C 3.216 5.567 -0.170
C 3.276 4.591 -1.153
C 2.105 4.033 -1.652
C 0.880 4.401 -1.109
H 1.921 6.787 1.058
H 4.131 5.976 0.239
H 4.217 4.257 -1.572
H 2.144 3.268 -2.416
H -0.053 3.977 -1.464
F -8.927 0.342 1.076
C -7.597 0.323 0.864
C -7.122 -0.175 -0.333
C -5.756 -0.233 -0.543
C -4.879 0.227 0.434
C -5.379 0.767 1.609
C -6.750 0.794 1.843
H -7.835 -0.564 -1.048
H -5.389 -0.634 -1.480
H -3.810 0.137 0.288
H -4.698 1.137 2.365
H -7.137 1.163 2.784
F 5.421 0.222 -1.559
C 5.339 0.716 -0.304
C 4.234 1.448 0.067
C 4.117 1.833 1.398
C 5.111 1.539 2.310
C 6.259 0.883 1.892
C 6.381 0.473 0.573
H 3.423 1.659 -0.617
H 3.226 2.369 1.702
H 5.017 1.872 3.337
H 7.069 0.684 2.581
H 7.244 -0.062 0.197
C 0.192 0.873 0.308
Cl 0.290 1.945 1.709
Cl -0.972 -0.436 0.637
H -0.204 1.431 -0.531
H 1.159 0.427 0.112
C -1.101 1.684 -4.121
C -2.108 1.541 -3.018
O -1.916 2.025 -1.928
C -3.384 0.796 -3.329
H -0.821 0.689 -4.473
H -0.218 2.170 -3.703
H -1.473 2.290 -4.945
H -4.212 1.256 -2.789
H -3.286 -0.219 -2.938
H -3.602 0.801 -4.395
C -1.248 -3.494 2.463
C -2.659 -3.551 3.023
O -2.969 -4.341 3.878
C -3.689 -2.606 2.423
H -0.634 -4.093 3.132
H -0.864 -2.475 2.475
H -1.296 -3.874 1.442
H -4.202 -3.076 1.583
H -3.220 -1.687 2.073
H -4.441 -2.401 3.183
C 1.439 -3.058 -0.436
C 1.397 -4.564 -0.338
O 1.138 -5.107 0.706
C 1.700 -5.358 -1.588
H 1.088 -2.707 -1.405
H 2.463 -2.679 -0.349
H 0.906 -2.644 0.414
H 2.436 -6.114 -1.303
H 2.160 -4.730 -2.353
H 0.818 -5.849 -1.992
C 2.959 -1.438 -3.179
C 2.438 -0.033 -3.342
O 2.253 0.708 -2.406
C 2.248 0.422 -4.765
H 3.394 -1.611 -2.200
H 3.710 -1.673 -3.936
H 2.111 -2.108 -3.354
H 3.220 0.491 -5.253
H 1.761 1.392 -4.793
H 1.642 -0.315 -5.298
C 0.345 5.026 3.878
C -1.145 5.260 3.845
O -1.665 6.144 4.483
C -1.944 4.300 3.001
H 0.833 5.864 4.372
H 0.733 4.960 2.858
H 0.569 4.104 4.415
H -1.598 4.307 1.965
H -3.005 4.516 3.060
H -1.700 3.292 3.353
C 2.172 -1.067 2.610
C 3.165 -2.123 3.033
O 3.637 -2.900 2.238
C 3.457 -2.237 4.508
H 2.561 -0.050 2.680
H 1.308 -1.159 3.275
H 1.883 -1.236 1.579
H 4.415 -2.734 4.650
H 2.666 -2.810 4.993
H 3.515 -1.254 4.980
*
```



# 3
The following is a quantum chemistry calculation of a structure of composition C43H60BF4KN8OS at a distorted geometry, from OMol25.

As for the energy: -98239.97157 eV. The calculation puts the energy above the lowest of the compared OMol25 structures with the same formula, charge and spin at 21.6 kcal/mol. For the gap between HOMO and LUMO, the calculation gives 0.149 hartree. As for the HOMO energy: -0.44 eV.

Structure (ORCA input):
```
! wB97M-V def2-TZVPD RIJCOSX def2/J DEFGRID3
* xyz -2 1
K 0.332 1.391 -0.107
C 1.078 4.506 -2.207
N 1.714 4.478 -0.896
C 2.418 5.719 -0.660
C 2.637 3.344 -0.816
C 3.206 3.071 0.583
N 2.190 2.515 1.445
C 2.335 2.505 2.750
C 1.263 1.957 3.542
F 0.191 1.458 2.889
C 1.261 1.941 4.906
F 0.169 1.468 5.551
C 2.332 2.400 5.674
C 3.402 2.878 4.947
F 4.502 3.322 5.614
C 3.427 2.935 3.572
F 4.575 3.412 2.999
H 0.602 3.540 -2.414
H 1.824 4.717 -2.997
H 0.320 5.290 -2.238
H 3.232 5.874 -1.393
H 2.846 5.748 0.340
H 1.725 6.559 -0.756
H 3.480 3.513 -1.517
H 2.115 2.461 -1.177
H 3.660 3.991 0.969
H 4.049 2.374 0.442
H 2.326 2.376 6.751
N -1.529 0.693 -4.066
C -1.440 1.322 -2.732
O -0.186 1.536 -2.353
C -2.552 2.294 -2.434
C -2.547 0.922 -1.744
H -0.631 0.230 -4.166
H -2.209 -0.063 -4.057
H -3.296 2.474 -3.204
H -2.309 3.147 -1.815
H -3.291 0.200 -2.065
H -2.348 0.894 -0.676
C -6.083 2.337 -0.553
C -5.847 3.251 0.645
C -4.419 3.700 0.697
N -3.493 3.015 1.279
N -2.238 3.538 1.116
C -2.254 4.618 0.388
N -1.126 5.263 -0.035
S -3.835 5.096 -0.138
H -7.104 1.949 -0.553
H -5.388 1.498 -0.533
H -5.914 2.866 -1.492
H -6.049 2.724 1.580
H -6.512 4.119 0.606
H -0.228 4.829 0.176
H -1.128 6.267 0.001
C 3.484 -2.658 -3.261
C 2.324 -1.775 -2.806
C 2.532 -0.310 -3.192
C 0.997 -2.282 -3.328
C 0.721 -2.197 -4.691
C -0.492 -2.605 -5.209
C -1.472 -3.081 -4.353
C -1.239 -3.182 -2.986
C -2.347 -3.646 -2.061
C -3.709 -3.066 -2.448
C -2.445 -5.172 -1.999
C 0.019 -2.814 -2.475
N 0.273 -2.958 -1.092
B 0.375 -1.842 -0.095
N 0.655 -2.709 1.093
C 0.696 -4.054 0.791
C 0.483 -4.207 -0.533
C 0.799 -2.253 2.430
C -0.356 -2.077 3.205
C -0.227 -1.697 4.536
C 1.018 -1.473 5.093
C 2.147 -1.599 4.305
C 2.067 -1.977 2.966
C 3.366 -1.966 2.171
C 3.708 -3.257 1.428
C 3.433 -0.768 1.224
C -1.729 -2.274 2.596
C -2.726 -1.209 3.038
C -2.261 -3.678 2.889
H 4.426 -2.290 -2.847
H 3.576 -2.663 -4.351
H 3.350 -3.690 -2.931
H 2.266 -1.812 -1.718
H 2.675 -0.194 -4.271
H 3.424 0.084 -2.697
H 1.666 0.292 -2.904
H 1.472 -1.783 -5.353
H -0.691 -2.513 -6.270
H -2.443 -3.354 -4.749
H -2.095 -3.273 -1.064
H -4.147 -3.592 -3.300
H -3.635 -2.010 -2.702
H -4.405 -3.163 -1.612
H -2.641 -5.574 -2.997
H -3.266 -5.476 -1.345
H -1.530 -5.623 -1.620
H 0.902 -4.815 1.530
H 0.499 -5.115 -1.116
H -1.116 -1.548 5.135
H 1.107 -1.150 6.122
H 3.121 -1.361 4.718
H 4.145 -1.818 2.931
H 3.067 -3.404 0.562
H 3.610 -4.136 2.069
H 4.743 -3.206 1.079
H 2.626 -0.816 0.490
H 4.393 -0.762 0.699
H 3.325 0.175 1.759
H -1.602 -2.173 1.516
H -3.016 -1.327 4.085
H -3.635 -1.282 2.437
H -2.321 -0.205 2.914
H -2.322 -3.848 3.968
H -1.611 -4.439 2.456
H -3.262 -3.810 2.470
*
```



# 4
The following is a quantum chemistry calculation of a structure of composition C43H61CsN10O2 at a distorted geometry, from OMol25.

As for the energy: -65127.60824 eV. The calculation puts the energy above the lowest of the compared OMol25 structures with the same formula, charge and spin at 32.6 kcal/mol. For the gap between HOMO and LUMO, the calculation gives 0.183 hartree. As for the HOMO energy: -1.01 eV.

Structure (ORCA input):
```
! wB97M-V def2-TZVPD RIJCOSX def2/J DEFGRID3
* xyz -2 1
Cs -0.480 0.788 -0.087
C -5.768 -4.215 0.140
C -4.478 -4.317 -0.685
C -3.329 -3.636 -0.005
C -2.382 -4.202 0.795
C -2.271 -5.648 1.179
C -1.240 -6.414 0.337
C -1.539 -3.097 1.258
N -1.963 -1.933 0.735
C -3.062 -2.196 0.008
C -3.895 -1.240 -0.587
C -3.872 0.141 -0.395
C -4.728 1.107 -1.108
C -5.679 0.699 -2.196
C -4.944 0.529 -3.533
C -4.371 2.334 -0.643
C -3.320 2.088 0.363
C -2.660 3.096 1.072
C -1.586 2.966 1.955
N -1.017 1.808 2.313
C 0.023 2.098 3.109
C 0.871 1.146 3.675
C 0.821 -0.244 3.497
N 0.072 -0.892 2.590
C 0.217 -2.211 2.820
C -0.501 -3.231 2.189
C 1.167 -2.439 3.914
C 1.549 -1.203 4.336
C 2.459 -0.849 5.471
C 1.686 -0.504 6.750
C 1.556 -3.771 4.479
C 0.532 -4.293 5.495
C 0.120 3.556 3.318
C -0.887 4.100 2.584
C -1.296 5.531 2.387
C -2.488 5.924 3.268
C 1.197 4.151 4.183
C 1.068 5.623 4.576
N -3.072 0.777 0.474
C -4.788 3.731 -1.009
C -5.943 3.889 -1.996
H -6.614 -4.684 -0.373
H -6.002 -3.167 0.327
H -5.635 -4.702 1.108
H -4.644 -3.864 -1.666
H -4.238 -5.371 -0.855
H -3.247 -6.127 1.057
H -2.003 -5.732 2.236
H -1.429 -6.244 -0.725
H -1.296 -7.490 0.529
H -0.227 -6.075 0.559
H -4.675 -1.633 -1.232
H -6.488 1.421 -2.310
H -6.148 -0.251 -1.926
H -4.450 1.460 -3.813
H -5.627 0.237 -4.337
H -4.173 -0.235 -3.433
H -3.001 4.107 0.880
H 1.616 1.514 4.373
H -0.281 -4.248 2.507
H 3.076 0.011 5.194
H 3.138 -1.683 5.676
H 0.997 0.319 6.560
H 2.363 -0.214 7.560
H 1.098 -1.360 7.087
H 2.533 -3.695 4.967
H 1.656 -4.503 3.672
H 0.449 -3.603 6.337
H 0.819 -5.277 5.879
H -0.453 -4.372 5.033
H -1.568 5.673 1.338
H -0.463 6.201 2.589
H -3.336 5.268 3.069
H -2.795 6.958 3.083
H -2.229 5.826 4.324
H 2.160 4.013 3.680
H 1.243 3.563 5.105
H 1.251 6.284 3.728
H 1.802 5.865 5.349
H 0.076 5.840 4.975
H -3.908 4.238 -1.421
H -5.049 4.265 -0.089
H -5.710 3.419 -2.952
H -6.130 4.950 -2.178
H -6.861 3.449 -1.603
C 1.396 -2.973 -5.327
N 0.604 -2.444 -4.231
C -0.289 -1.373 -4.647
C 1.324 -2.178 -3.041
N 1.492 -1.071 -2.476
N 1.822 -3.390 -2.490
C 2.407 -3.345 -1.201
N 1.626 -3.922 -0.223
N 3.583 -2.887 -1.056
H 0.733 -3.431 -6.066
H 2.089 -3.727 -4.958
H 1.979 -2.186 -5.831
H -0.932 -1.763 -5.439
H 0.236 -0.479 -5.002
H -0.907 -1.069 -3.804
H 1.160 -0.243 -2.990
H 1.146 -4.132 -2.602
H 0.626 -3.840 -0.355
H 1.854 -3.631 0.719
H 3.845 -2.841 -0.074
N 2.523 0.891 -0.208
C 2.955 2.115 -0.874
C 2.600 2.079 -2.352
C 1.063 2.142 -2.610
O 0.399 2.912 -1.895
O 0.636 1.424 -3.554
H 2.889 0.836 0.734
H 2.815 0.069 -0.730
H 4.040 2.298 -0.769
H 2.423 2.958 -0.426
H 2.996 1.173 -2.816
H 3.051 2.943 -2.850
*
```